9
Properties=species:S:1:pos:R:3:forces:R:3:mulliken_charge:R:1 method="wB97M-V/def2-TZVPD" de_lowest_kj_mol=126.5 homo_lumo_gap_ev=10.72 smiles=FC1(Cl)CC1 spin_multiplicity=1 max_force_ev_per_a=7.012
C -0.5730 0.5274 -0.0286 -0.798 -6.965 -0.166 0.67
C 0.4316 -0.3749 0.7494 -0.959 2.733 -0.915 -0.59
C 0.3709 -0.2995 -0.8269 1.375 1.596 1.820 -0.69
H 0.7873 0.4262 1.3788 1.731 -0.082 -0.262 0.26
H 0.2905 -1.2265 1.3700 -0.859 -0.868 -0.357 0.29
H 0.1536 -1.2224 -1.2780 -0.742 -0.849 -0.454 0.28
H 1.1055 0.3133 -1.3509 0.050 -0.325 0.124 0.21
F -0.2796 1.7536 0.0021 0.265 4.298 0.302 -0.22
Cl -2.2870 0.1030 -0.0158 -0.063 0.461 -0.093 -0.20



62
Properties=species:S:1:pos:R:3:forces:R:3:mulliken_charge:R:1 method="wB97M-V/def2-TZVPD" de_lowest_kj_mol=3.9 homo_lumo_gap_ev=7.16 smiles="c1ccc([C@@H]2CCN3C(=N2)Sc2ccccc23)cc1.CC1(C)OC(=O)C(=Cc2ccccc2)C(=O)O1" spin_multiplicity=1 max_force_ev_per_a=1.431
C -0.3908 5.3260 -3.3931 -0.014 0.107 -0.025 -1.41
C 0.4163 5.3251 -2.1134 0.474 -0.003 0.475 1.49
C 0.8201 6.7481 -1.7239 -0.148 -0.307 -0.040 -1.66
O -0.3459 4.7634 -1.0230 0.084 -0.447 -0.480 -0.35
C -0.5853 3.4068 -1.0455 -0.486 -0.278 0.724 -0.08
O -1.4468 2.9340 -0.3385 0.592 0.684 -0.513 -0.64
C 0.3047 2.5764 -1.9002 0.343 0.059 0.422 0.57
C 0.1387 1.2194 -1.8868 0.285 0.920 -0.427 -0.59
C 0.8648 0.2938 -2.7353 0.640 -0.883 -0.850 0.47
C 1.3056 0.6403 -4.0415 -0.127 -0.171 0.426 -0.41
C 2.1170 -0.2236 -4.7715 -0.178 0.076 0.162 -0.66
C 2.5791 -1.4140 -4.1922 -0.216 0.171 0.451 -0.47
C 2.1548 -1.7692 -2.9029 -0.173 -0.047 -0.328 -0.58
C 1.2126 -0.9862 -2.2377 -0.042 0.880 0.190 -0.34
C 1.5763 3.2163 -2.3424 0.989 -0.429 -0.779 0.52
O 2.5679 2.6002 -2.6755 -0.854 1.033 0.501 -0.60
O 1.6478 4.5836 -2.2744 -0.652 -0.279 0.077 -0.37
H -0.6685 4.3127 -3.6783 -0.074 0.008 -0.096 0.30
H -1.2893 5.9299 -3.2405 0.055 -0.175 -0.038 0.37
H 0.2031 5.7864 -4.1868 -0.069 -0.156 0.057 0.38
H 1.4257 6.7676 -0.8202 -0.042 -0.172 0.022 0.39
H 1.3969 7.1968 -2.5356 -0.056 -0.134 0.046 0.39
H -0.0767 7.3491 -1.5655 0.035 -0.089 0.015 0.40
H -0.5551 0.8360 -1.1538 -0.365 -0.195 -0.052 0.64
H 1.0137 1.6068 -4.4658 0.094 -0.460 0.131 0.37
H 2.4151 0.0560 -5.7848 -0.056 -0.137 0.349 0.37
H 3.2592 -2.0676 -4.7412 -0.159 0.235 0.174 0.37
H 2.5474 -2.6610 -2.4103 -0.249 0.147 -0.269 0.43
H 0.7728 -1.2823 -1.2812 0.343 -0.062 -0.169 0.66
C 4.2534 -2.6005 0.8505 -0.115 0.056 0.028 -0.50
C 4.0039 -1.2281 0.7877 -0.007 0.027 0.018 -0.63
C 2.7416 -0.7248 1.1089 0.014 -0.432 0.039 -0.22
C 1.7352 -1.6056 1.4997 -0.128 0.159 0.265 0.38
C 0.3854 -1.0662 1.9309 -0.474 0.375 -0.668 -0.03
C 0.0896 -1.4422 3.3732 0.525 -0.202 0.376 -1.21
C -1.3677 -1.2961 3.7314 -0.422 0.098 -0.675 -0.63
N -2.1607 -1.9999 2.7186 -0.092 0.060 0.694 0.18
C -3.4349 -2.5114 2.9587 0.382 0.102 0.048 0.67
C -4.0057 -3.0777 1.8132 -0.667 0.012 0.616 0.44
C -5.2813 -3.6442 1.8918 0.315 0.256 0.265 -0.38
C -5.9618 -3.6235 3.1208 0.212 0.088 0.193 -0.58
C -5.3708 -3.0449 4.2595 0.127 -0.041 -0.392 -0.63
C -4.0917 -2.4735 4.1834 -0.507 -0.314 -0.165 -0.78
S -2.9498 -2.8867 0.4348 0.362 0.148 -0.175 -0.30
C -1.7254 -2.0314 1.4195 0.767 0.432 -0.263 0.21
N -0.6289 -1.5395 0.9580 -0.778 -0.711 0.314 -0.22
C 1.9660 -2.9830 1.5543 0.491 0.130 -0.203 -0.26
C 3.2310 -3.4787 1.2277 -0.262 0.200 0.042 -0.80
H 5.2456 -2.9915 0.6118 -0.332 0.155 0.064 0.39
H 4.7917 -0.5321 0.5046 -0.107 -0.217 -0.009 0.39
H 2.5174 0.3451 1.0626 0.205 -0.335 -0.005 0.33
H 0.4185 0.0342 1.8630 -0.018 -0.236 -0.092 0.48
H 0.4080 -2.4758 3.5317 -0.139 0.020 0.107 0.42
H 0.7048 -0.8183 4.0333 -0.118 -0.137 -0.068 0.41
H -1.5882 -1.7455 4.6977 0.081 0.130 0.029 0.48
H -1.6606 -0.2366 3.7256 -0.007 -0.149 0.201 0.30
H -5.7253 -4.0842 1.0046 -0.057 0.035 0.153 0.39
H -6.9646 -4.0586 3.2003 0.474 0.174 -0.095 0.35
H -5.9033 -3.0356 5.2145 0.147 -0.007 -0.400 0.36
H -3.6221 -2.0081 5.0476 -0.220 -0.142 -0.169 0.29
H 1.1578 -3.6561 1.8571 0.324 0.187 -0.170 0.38
H 3.4119 -4.5497 1.2845 0.047 0.183 -0.056 0.37



116
Properties=species:S:1:pos:R:3:forces:R:3:mulliken_charge:R:1 method="wB97M-V/def2-TZVPD" de_lowest_kj_mol=90.2 homo_lumo_gap_ev=9.12 smiles="CNC(C)=O.CNC(C)=O.CNC(C)=O.CNC(C)=O.CNC(C)=O.CNC(C)=O.CNC(C)=O.ClCCCl.ClCCCl.ClCCCl.ClCCCl" spin_multiplicity=1 max_force_ev_per_a=3.243
C 2.3280 -4.1297 -2.6911 0.572 -1.067 0.852 -1.23
C 1.7934 -3.0632 -3.6020 1.814 0.969 -2.163 0.86
O 2.5304 -2.5424 -4.5011 -1.323 -0.984 1.845 -0.79
N 0.5042 -2.7591 -3.4536 -0.219 0.113 0.287 0.33
C -0.1868 -1.6872 -4.1931 -0.794 -0.719 0.482 -0.99
H 3.4194 -4.2189 -2.6687 -0.193 0.424 -0.587 0.37
H 1.9584 -5.1229 -2.9717 -0.090 0.211 -0.275 0.35
H 2.0540 -4.0596 -1.6367 -0.455 0.493 -0.109 0.21
H 0.1025 -3.1717 -2.5876 -0.182 0.449 -0.594 0.10
H -0.2721 -0.8208 -3.5645 -0.135 0.524 0.428 0.23
H -1.2184 -1.9997 -4.4477 0.558 -0.006 0.093 0.39
H 0.2954 -1.3428 -5.0946 0.504 -0.529 -0.181 0.33
C 2.1074 0.6974 -6.1821 -0.498 0.424 -0.418 -1.25
C 1.8829 1.0893 -4.7528 0.892 0.221 -2.353 0.77
O 1.4409 2.2013 -4.5739 -1.044 1.065 1.637 -0.60
N 2.3487 0.2196 -3.8670 0.314 -1.119 2.156 0.03
C 2.0141 0.3456 -2.4524 -2.303 -0.193 -0.494 -0.21
H 2.7980 1.4041 -6.6199 -0.059 0.606 -0.085 0.40
H 1.1503 0.7497 -6.7634 0.956 -0.463 0.507 0.25
H 2.6716 -0.1953 -6.1825 -0.064 -1.595 -0.618 0.32
H 2.6416 -0.7478 -4.1062 -0.379 0.937 -0.547 0.34
H 1.2922 1.1938 -2.3527 0.813 -0.410 0.051 -0.08
H 2.8391 0.4490 -1.7841 0.720 0.156 0.308 0.25
H 1.4252 -0.5654 -2.1621 0.663 0.608 0.005 -0.23
C 5.3172 2.6058 0.3217 -0.252 -0.101 -0.314 -0.78
C 4.7570 2.4982 1.7115 -0.514 -0.184 -1.997 0.70
O 5.0113 3.2919 2.5858 0.357 0.354 0.950 -0.68
N 3.8235 1.5355 1.8188 0.629 0.561 0.247 0.36
C 3.1298 1.5020 3.0486 -0.057 -0.930 0.388 -1.00
H 6.3134 2.2173 0.3399 0.811 -0.171 -0.074 0.28
H 5.3738 3.6814 0.1215 -0.114 -0.364 -0.450 0.34
H 4.7496 1.9885 -0.4200 0.388 0.889 0.501 0.04
H 3.6419 0.9019 1.0592 0.070 -0.203 0.197 -0.13
H 3.6841 0.9972 3.8410 0.192 0.221 0.205 0.34
H 2.2773 0.9118 2.8664 -1.389 -0.633 0.144 0.30
H 2.8624 2.4954 3.3506 -0.130 0.453 0.294 0.22
C -2.5108 -4.1563 -2.2899 -1.486 -0.613 1.348 -0.58
C -1.6322 -4.4560 -1.0945 2.253 0.414 -0.231 0.74
O -0.4485 -4.0429 -1.0306 -1.264 -0.316 -0.337 -0.75
N -2.1223 -5.2573 -0.1458 -2.560 -0.215 -0.641 -0.19
C -1.3998 -5.8087 0.9587 1.595 1.922 0.842 -0.69
H -2.6967 -5.0615 -2.8646 0.173 -0.285 0.077 0.37
H -1.9605 -3.5025 -2.9142 -0.011 0.960 -0.541 -0.31
H -3.5363 -3.7974 -1.9652 1.340 0.132 -0.494 0.29
H -3.1495 -5.2645 -0.1982 0.801 -0.558 0.464 0.25
H -1.5298 -5.1794 1.8789 -0.020 -0.715 -0.648 0.21
H -0.3380 -5.6867 0.6745 -0.394 -0.128 0.271 0.19
H -1.5515 -6.8460 1.1795 -0.603 -0.507 -0.177 0.34
C -6.0807 -0.3108 -0.1972 -0.138 -1.366 -0.823 -1.00
C -5.0169 -0.6992 -1.2177 1.434 -1.035 0.297 0.67
O -4.5416 -1.8445 -1.2951 -0.604 0.437 0.240 -0.64
N -4.5326 0.3022 -1.9565 -1.191 2.247 0.658 -0.01
C -3.3153 0.3620 -2.7109 -0.291 0.183 -2.454 -0.32
H -6.2549 -1.1662 0.4452 0.021 -0.174 0.015 0.34
H -7.0105 -0.1000 -0.7111 -0.238 0.304 -0.034 0.31
H -5.7745 0.5088 0.4030 0.262 0.904 0.302 0.12
H -4.9589 1.2434 -1.7503 0.799 -1.434 -0.281 0.37
H -2.9628 -0.6943 -2.9231 -0.197 1.494 0.149 0.24
H -2.5390 1.0547 -2.3356 -0.205 -0.779 0.726 -0.22
H -3.5862 0.9613 -3.6682 0.519 -1.532 0.957 0.22
C -5.1518 4.7828 -1.6778 -0.041 1.127 0.871 -1.05
C -4.8411 3.8181 -0.5629 -0.201 -1.444 0.123 0.70
O -4.9124 2.5908 -0.7144 -0.234 1.360 0.123 -0.56
N -4.5262 4.3375 0.6410 0.108 -0.087 -0.814 -0.10
C -4.3271 3.5509 1.8181 -1.496 -0.979 1.441 -0.57
H -6.0301 4.3810 -2.1959 0.113 0.444 0.141 0.33
H -4.3190 4.7815 -2.3720 0.098 0.029 -0.153 0.13
H -5.2898 5.8470 -1.2647 -0.066 -1.576 -0.829 0.33
H -4.2546 5.2850 0.5739 0.106 0.958 0.617 0.21
H -4.3340 2.4691 1.5597 -0.002 0.879 0.076 0.01
H -5.1489 3.7365 2.5796 0.568 -0.288 -1.024 0.25
H -3.4464 3.7643 2.3891 0.916 0.268 -0.217 0.22
C 4.9097 -1.8766 2.8918 -0.161 -1.534 1.798 -0.98
C 4.8919 -2.1410 1.4338 -1.069 0.169 -0.964 0.60
O 4.6949 -1.2145 0.6472 0.432 -0.601 0.038 -0.58
N 4.9302 -3.4407 1.0042 0.389 -1.161 -0.178 -0.17
C 4.8179 -4.6903 1.8363 -2.606 1.919 0.210 -0.85
H 3.9516 -2.2720 3.3384 0.677 0.406 -0.540 0.24
H 4.9460 -0.8099 3.0998 0.337 -0.152 -0.084 0.20
H 5.6932 -2.4914 3.4233 -0.512 1.004 -0.489 0.39
H 4.7094 -3.5746 -0.0007 0.318 0.364 1.141 0.23
H 3.7310 -4.9358 1.8645 0.442 0.120 0.166 0.24
H 5.0894 -4.5794 2.8908 0.423 0.231 -0.502 0.30
H 5.2310 -5.5521 1.4006 1.257 -0.695 -0.710 0.37
Cl 0.5247 4.7863 -0.2903 0.933 0.083 0.986 -0.19
C -0.9586 4.6789 -1.1924 -0.380 0.399 0.442 -0.33
C -0.8010 3.6051 -2.1889 -0.749 -1.508 -0.184 0.31
Cl -2.0562 3.8774 -3.4521 -0.259 -0.437 0.033 -0.24
H -1.0496 5.5585 -1.7613 -0.241 1.521 -0.254 0.52
H -1.8075 4.5820 -0.4891 0.421 -0.237 -0.543 -0.09
H -0.9738 2.6599 -1.6298 0.212 0.138 -1.025 -0.42
H 0.1139 3.6303 -2.7793 0.179 -0.142 0.531 0.41
Cl -0.6243 2.7672 4.2302 -0.412 -0.197 -0.411 -0.11
C 0.3317 4.1358 4.8390 0.465 -0.632 -0.768 -0.51
C -0.2888 5.4558 4.5510 -0.867 0.380 -1.528 -0.21
Cl 0.5038 6.6416 5.5737 0.227 0.619 0.274 -0.20
H 1.3006 4.0245 4.3635 0.238 0.118 0.396 0.22
H 0.3313 3.9896 5.8947 0.503 -0.023 0.700 0.35
H -1.3308 5.3628 4.8490 -0.124 0.432 -0.068 0.25
H -0.2334 5.8135 3.4728 0.028 -0.679 1.366 0.21
Cl -1.4412 -0.7891 4.5407 -0.303 0.451 -0.486 -0.12
C -0.1697 -1.5896 5.4364 1.534 0.027 0.498 -0.32
C -0.3930 -3.0814 5.4275 2.083 -0.468 -0.742 -0.59
Cl 0.0468 -3.7224 3.7636 -0.439 0.103 0.620 -0.14
H -0.2572 -1.2826 6.4754 0.001 0.256 0.099 0.38
H 0.8649 -1.2554 5.0698 -1.610 -0.674 0.326 0.13
H -1.3959 -3.3310 5.6782 -0.812 -0.236 -0.114 0.34
H 0.2980 -3.6321 6.0987 -0.400 0.590 -0.271 0.32
Cl 1.5558 -1.4921 0.8025 0.228 -0.159 -0.208 0.05
C -0.1462 -0.9724 0.8163 -0.637 -0.600 -0.389 -0.47
C -0.1224 0.5208 0.9526 -0.616 -0.246 -2.208 0.65
Cl -1.7434 1.2038 1.1568 -0.393 0.051 -0.199 -0.02
H -0.5775 -1.3791 1.7115 -0.296 -0.432 0.327 0.30
H -0.6896 -1.3937 -0.0732 0.674 0.622 0.762 0.10
H 0.3379 0.9505 0.0617 -0.129 0.216 0.068 -0.10
H 0.4244 0.8024 1.7822 1.093 0.555 1.728 -0.48



17
Properties=species:S:1:pos:R:3:forces:R:3:mulliken_charge:R:1 method="wB97M-V/def2-TZVPD" de_lowest_kj_mol=281.1 homo_lumo_gap_ev=9.19 smiles="C=C/C=C/O.O.O" spin_multiplicity=1 max_force_ev_per_a=1.567
C -1.4370 0.8240 1.7596 0.133 -0.681 0.838 -0.68
C -1.9998 0.0497 0.8164 -1.397 -0.590 0.395 -0.23
C -1.4974 -0.0249 -0.5305 1.071 -0.069 -0.260 -0.45
C -0.7110 0.9627 -0.9973 0.626 -0.252 0.645 -0.32
O 0.4830 0.7040 -1.6390 -0.876 0.322 -0.102 -0.48
H -1.8631 0.9142 2.7885 0.455 -0.146 -1.062 0.26
H -0.4036 1.1475 1.6020 -0.594 0.533 0.031 0.23
H -2.7897 -0.6872 1.0767 0.066 1.002 -0.053 0.34
H -1.4566 -0.9781 -1.0573 0.038 -0.037 0.185 0.54
H -0.8442 1.9890 -0.6727 0.006 0.135 -0.113 0.50
H 0.8994 0.0767 -1.0303 0.420 -0.229 -0.558 0.31
H 2.9829 -0.3344 0.6075 0.000 0.010 -0.041 0.33
H 2.6215 1.0837 0.1751 0.079 0.089 -0.006 0.32
O 3.1092 0.3032 -0.1057 -0.196 -0.158 0.074 -0.66
H 0.8589 -2.5770 -0.3359 0.255 -0.109 0.099 0.33
H -0.2555 -1.9337 0.4253 0.183 0.085 0.351 0.30
O 0.6690 -2.2013 0.5322 -0.270 0.093 -0.426 -0.63



79
Properties=species:S:1:pos:R:3:forces:R:3:mulliken_charge:R:1 method="wB97M-V/def2-TZVPD" de_lowest_kj_mol=156.7 homo_lumo_gap_ev=4.72 charge=-2 spin_multiplicity=1 max_force_ev_per_a=2.516
Ti 1.0339 -0.2268 1.0758 0.546 2.104 -0.839 -0.94
O 1.6583 1.6980 5.0463 -0.097 -0.063 -0.072 -0.80
C 1.4726 1.2988 3.9021 -0.181 -0.065 0.289 0.06
O 1.4235 0.0867 3.4907 0.528 -0.226 -0.248 -0.48
C 1.3972 2.2943 2.7688 0.118 -0.240 0.128 0.53
C 1.0390 3.6163 2.8051 0.096 0.314 -0.031 -0.97
C 1.1745 4.3642 1.6338 0.009 -0.052 0.045 0.00
C 1.7507 3.8011 0.5023 0.052 0.207 0.277 -0.78
C 2.0384 2.4560 0.5537 0.314 -0.241 -0.144 0.62
N 1.8098 1.7274 1.6379 -0.127 0.025 -0.696 0.46
C 2.6268 1.6131 -0.5577 -0.137 -0.554 0.230 0.29
O 3.2991 2.1158 -1.4353 0.048 0.117 -0.301 -0.77
O 2.3924 0.3413 -0.3873 0.241 0.549 -0.150 -0.55
H 0.6229 4.0365 3.7082 0.020 0.006 0.005 0.43
H 0.8212 5.3861 1.6156 0.027 0.011 0.003 0.52
H 1.9269 4.3545 -0.4092 0.004 0.009 0.011 0.49
C -4.1021 -1.3394 -4.4917 -0.073 -0.039 0.041 -2.08
C -3.8381 0.1434 -4.3238 0.126 -0.019 0.053 0.61
C -5.0772 0.9057 -3.8826 0.064 0.250 -0.066 -0.62
C -4.8143 2.3974 -4.0462 0.109 -0.063 0.218 -1.20
C -3.4972 2.7608 -3.3919 -0.079 0.080 -0.207 1.10
C -3.2059 4.0779 -3.0992 -0.165 -0.017 -0.010 -0.72
C -2.0981 4.3952 -2.3360 0.055 0.099 -0.064 -0.02
F -1.8252 5.7014 -2.1229 -0.042 0.033 0.076 -0.38
C -1.3111 3.4346 -1.7714 0.094 -0.017 0.087 -0.42
C -1.5654 2.1030 -2.0923 0.268 -0.064 0.147 0.83
C -0.7835 1.0494 -1.4291 -0.022 -0.158 -0.210 0.64
O 0.0073 1.3394 -0.5252 -0.045 -0.022 0.263 0.10
C -0.9804 -0.2778 -1.9406 -0.065 0.143 0.060 0.30
C -1.9585 -0.5080 -2.8575 0.001 0.114 -0.170 -0.50
N -2.7692 0.4361 -3.3529 -0.118 0.137 0.140 0.48
C -2.6013 1.7745 -2.9611 -0.184 -0.380 -0.161 -1.57
C -0.1685 -1.4397 -1.5065 0.110 0.104 0.199 -0.26
O 0.0124 -2.4074 -2.2310 -0.107 -0.135 -0.034 -0.81
O 0.2977 -1.3661 -0.2956 0.788 -0.524 -0.183 0.54
H -4.9449 -1.4544 -5.1752 0.017 -0.010 0.008 0.47
H -4.3721 -1.7965 -3.5371 0.014 0.001 -0.032 0.38
H -3.2533 -1.8731 -4.9187 0.002 -0.016 0.024 0.48
H -3.5060 0.5561 -5.2854 -0.016 -0.034 -0.058 0.17
H -5.2542 0.7014 -2.8241 -0.082 -0.131 0.012 0.00
H -5.9404 0.5888 -4.4716 -0.006 0.007 0.028 0.39
H -5.5970 2.9616 -3.5351 -0.016 0.046 -0.101 0.40
H -4.8206 2.6793 -5.1044 -0.008 -0.002 -0.006 0.37
H -3.8773 4.8706 -3.4106 0.024 -0.024 0.006 0.46
H -0.5368 3.6806 -1.0612 0.024 -0.015 0.001 0.48
H -2.0837 -1.5172 -3.2197 -0.020 0.034 0.002 0.54
C 1.3577 -3.7190 2.7680 0.023 0.304 -0.074 -1.60
As 0.1542 -2.1072 2.4817 0.147 -2.364 0.848 1.44
C -0.4573 -2.0592 4.3006 0.183 0.012 0.400 -1.27
C -1.2981 -3.1249 1.7256 -0.152 -0.315 -0.293 -1.26
H 0.8162 -4.4724 3.3403 -0.090 0.047 0.015 0.51
H 2.2551 -3.4453 3.3263 -0.024 0.067 -0.019 0.35
H 1.6624 -4.1609 1.8178 -0.066 0.065 -0.029 0.36
H -0.8344 -3.0591 4.5192 -0.066 0.006 0.029 0.44
H -1.2348 -1.3154 4.4360 -0.040 0.088 -0.065 0.35
H 0.3872 -1.8352 4.9468 0.002 0.084 0.043 0.34
H -1.2224 -4.1479 2.0968 -0.063 -0.010 0.028 0.48
H -1.2244 -3.1329 0.6419 -0.008 0.029 -0.067 0.20
H -2.2457 -2.6861 2.0199 -0.052 0.087 0.014 0.37
N 6.8936 -4.1489 0.2380 0.015 -0.036 -0.096 -0.36
C 6.4620 -3.6661 1.4363 -0.294 0.222 -0.030 0.08
O 7.0544 -3.8796 2.4736 0.061 -0.010 0.053 -0.63
C 5.1857 -2.8566 1.3891 0.388 -0.310 -0.075 0.99
C 4.9525 -1.9322 2.3832 -0.099 0.302 0.244 -0.91
C 3.7750 -1.1973 2.3614 -0.002 -0.101 0.041 -0.57
N 2.8497 -1.3756 1.4205 0.374 -0.470 -0.333 1.10
C 3.0819 -2.2519 0.4312 0.491 -0.022 0.184 -0.66
C 4.2391 -3.0087 0.3894 -0.260 -0.036 -0.168 -0.95
H 7.7924 -4.5983 0.2276 0.007 -0.005 0.005 0.24
H 6.5293 -3.7892 -0.6262 0.001 0.019 0.039 0.20
H 5.6780 -1.7794 3.1699 -0.017 -0.025 -0.001 0.48
H 3.5326 -0.4643 3.1182 -0.052 -0.018 0.052 0.50
H 2.3307 -2.3357 -0.3414 -0.096 -0.004 0.052 0.54
H 4.3545 -3.7295 -0.4100 0.007 0.012 0.020 0.41
Se -4.0769 1.4323 3.9610 0.344 -0.109 -0.175 -0.75
Sb -2.9805 1.8438 1.8183 -1.541 1.237 -0.249 0.69
Se -1.1071 0.1267 1.8898 -1.615 0.473 0.884 0.01
Se -2.2166 4.1711 1.5446 0.004 -0.411 0.025 -0.69
Se -4.4682 1.1642 -0.0459 0.384 -0.085 0.131 -0.69